# 1
ORCA calculation (the ωB97M-V functional and the def2-TZVPD basis) on C16H24N2O3 in the gas phase.

SMILES ... CCOC(Cn1c(CCCO)nc2ccccc21)OCC
Relative energy (zero: lowest compared OMol25 entry of this formula, charge and spin) ... 24.2 kcal per mole
E_tot ... -26104.346 eV
Frontier orbital gap ... 9.093 eV

Last column: Mulliken charge in e.
CARTESIAN COORDINATES (ANGSTROEM)
H (0.371, 1.234, -2.328)  0.39
H (1.586, -0.064, -2.163)  0.43
H (-3.987, 2.213, -1.586)  0.45
O (-4.259, 0.101, 0.942)  -0.62
H (-0.298, -5.056, 1.027)  0.38
C (-0.228, -4.081, 0.568)  -0.54
H (5.564, 0.695, -0.327)  0.44
H (-2.317, -3.627, 0.827)  0.48
N (-2.148, -1.070, -0.370)  -0.71
H (-0.121, 2.796, 1.914)  0.38
H (1.502, 2.081, 2.033)  0.27
C (0.496, 1.943, 1.619)  -0.33
N (-0.180, -0.362, -1.133)  0.37
C (0.039, -1.615, -0.605)  0.95
H (0.489, -0.206, 1.847)  0.10
H (2.131, -2.076, -0.855)  0.32
C (1.168, -2.410, -0.501)  -0.82
C (-2.125, 1.189, -1.399)  -0.63
C (-0.113, 0.648, 2.145)  -0.63
H (1.869, -4.296, 0.197)  0.40
C (3.608, 0.812, 0.555)  -0.40
H (4.278, 1.004, -1.498)  0.29
O (2.261, 0.454, 0.298)  -0.20
H (-3.131, 1.831, 0.934)  0.14
H (4.477, -0.612, -0.810)  0.25
C (-1.218, -2.050, -0.133)  0.33
C (1.522, 1.317, -0.503)  0.21
C (-3.963, 1.352, 0.390)  -0.39
H (3.879, 0.243, 1.447)  0.34
H (3.685, 1.884, 0.780)  0.37
H (2.185, 2.063, -0.981)  0.46
H (-4.858, 1.963, 0.546)  0.34
H (-0.155, 0.689, 3.231)  0.53
H (-3.590, -0.531, 0.606)  0.49
H (-1.121, 0.518, 1.762)  -0.05
O (0.528, 2.035, 0.202)  -0.41
H (-4.150, 0.453, -1.548)  0.41
C (4.541, 0.452, -0.598)  -1.16
C (-1.511, -0.090, -0.946)  0.90
C (-3.624, 1.301, -1.108)  -1.09
H (-1.969, 1.280, -2.480)  0.42
C (0.825, 0.521, -1.638)  -1.56
C (-1.358, -3.297, 0.463)  -0.75
H (-1.593, 2.015, -0.918)  0.21
C (1.011, -3.647, 0.094)  -0.75


# 2
ORCA calculation (the ωB97M-V functional and the def2-TZVPD basis) on C16H24N2O3S2 in the gas phase in a non-equilibrium geometry.

SMILES ... O=C(C1CCN(S(=O)(=O)c2cccs2)CC1)N1CCCCCC1
Relative energy (zero: lowest compared OMol25 entry of this formula, charge and spin) ... 26.1 kcal per mole
E_tot ... -47774.523 eV
Frontier orbital gap ... 9.523 eV

Last column: Mulliken charge in e.
CARTESIAN COORDINATES (ANGSTROEM)
C (1.591, -3.508, -0.796)  -0.81
H (-1.963, -3.879, 1.225)  0.39
C (-0.953, -3.473, 1.145)  -0.67
N (-0.170, 2.516, 0.562)  0.17
H (-0.714, -2.991, 2.094)  0.28
H (2.259, -1.490, -0.493)  0.50
C (-2.001, 3.154, -1.169)  -0.13
H (-0.766, 1.792, 2.377)  0.51
O (-2.521, 1.622, 0.858)  -0.69
H (2.393, -0.233, 1.165)  0.81
H (1.096, -1.670, -1.816)  0.10
O (-0.615, -0.432, 1.782)  -0.61
C (1.352, 1.365, 2.139)  -1.26
C (1.452, -4.154, 0.585)  -0.62
H (2.601, -3.667, -1.179)  0.44
C (0.122, 2.264, 1.959)  -0.88
O (-1.183, 0.720, -1.024)  -0.67
C (0.994, 2.512, -0.289)  -1.17
H (-3.096, 6.344, -2.066)  0.45
H (2.108, -5.027, 0.629)  0.35
H (-1.041, -2.827, -0.933)  0.60
C (0.290, -0.578, 0.979)  -0.18
C (1.657, 1.128, -0.355)  -0.65
C (-2.756, 5.330, -1.992)  -0.51
H (2.715, 1.250, -0.598)  0.51
C (-2.507, 4.456, -3.003)  -0.54
C (-0.940, -2.394, 0.062)  -1.07
H (0.282, 3.230, 2.454)  0.36
H (1.778, -3.455, 1.357)  0.28
C (0.024, -4.616, 0.878)  -0.72
H (0.673, 2.824, -1.286)  0.42
H (-0.333, -5.209, 0.031)  0.29
H (0.036, -5.271, 1.752)  0.36
C (-2.071, 3.200, -2.527)  -0.38
H (-2.629, 4.691, -4.045)  0.39
H (-1.769, -1.702, 0.233)  0.41
H (1.687, 3.263, 0.103)  0.40
H (0.907, -4.002, -1.487)  0.43
N (0.281, -1.609, 0.108)  0.82
C (1.497, 0.371, 0.979)  0.23
C (1.340, -1.991, -0.793)  -0.91
S (-1.506, 1.798, -0.128)  1.38
H (2.258, 1.973, 2.189)  0.43
H (1.253, 0.817, 3.076)  0.43
H (-1.821, 2.357, -3.144)  0.53
S (-2.468, 4.637, -0.443)  -0.13
H (1.178, 0.565, -1.153)  0.33


# 3
ORCA calculation (the ωB97M-V functional and the def2-TZVPD basis) on C16H24N2O8OsP as an isolated structure.

Charge ... +1
<S²> ... 6.016
Relative energy (zero: lowest compared OMol25 entry of this formula, charge and spin) ... 24.9 kcal per mole
E_tot ... -48091.995 eV
Spin multiplicity ... 5
Frontier orbital gap (spin up / spin down) ... 7.179 / 5.311 eV

Last column: Mulliken charge in e.
CARTESIAN COORDINATES (ANGSTROEM)
H (0.557, -2.155, -4.351)  0.22
C (-3.651, -0.622, -1.981)  -0.83
H (-4.348, 2.361, -0.532)  0.60
O (-1.958, -2.753, -2.647)  -0.34
H (2.787, 2.224, -0.132)  0.13
C (-1.464, -1.875, -1.807)  0.43
P (0.893, 1.203, -1.986)  0.60
H (-0.927, 5.124, -3.961)  0.43
H (4.521, 3.948, -0.670)  0.41
H (4.857, 2.444, -1.534)  0.33
O (2.102, -0.213, 0.793)  -0.66
C (1.056, -2.078, 1.824)  -0.64
H (2.003, -1.287, -2.516)  0.15
Os (0.184, 0.169, 0.109)  1.53
H (3.512, -2.113, 2.866)  0.22
H (2.064, 3.596, -0.995)  0.26
C (-4.405, 0.495, -1.638)  -0.58
O (-0.696, 1.898, 0.948)  -0.77
H (-0.450, -0.674, 2.501)  0.60
O (-0.189, 2.306, -2.311)  -0.15
O (0.865, 0.276, -3.277)  -0.40
H (-0.558, 2.673, -4.306)  0.26
C (-1.846, 2.312, 0.509)  0.41
O (2.336, 1.872, -2.124)  -0.36
C (1.484, -1.632, -4.583)  -1.27
C (-2.533, 1.280, -0.381)  0.62
C (2.225, -1.174, 1.610)  0.65
O (-0.320, -2.005, -1.419)  -0.47
H (4.134, 3.815, -2.387)  0.34
C (4.156, 3.273, -1.444)  -1.41
H (2.839, -0.217, -3.659)  0.39
C (1.900, -0.729, -3.450)  -0.05
N (3.382, -1.358, 2.214)  -0.38
C (-0.127, 3.204, -3.458)  -0.25
H (-0.436, 4.972, -2.269)  0.29
H (2.259, -2.377, -4.765)  0.41
H (0.921, 3.415, -3.673)  0.35
N (-1.812, 0.205, -0.701)  -0.03
C (-3.831, 1.460, -0.833)  -0.71
H (1.145, -2.839, 1.039)  0.26
C (-0.899, 4.450, -3.105)  -1.22
H (-1.922, 4.202, -2.827)  0.28
C (-2.364, -0.728, -1.497)  0.63
H (1.342, -1.059, -5.498)  0.32
H (-1.076, -1.928, 1.433)  0.36
H (4.150, -0.732, 2.026)  0.25
H (-5.417, 0.604, -2.002)  0.47
C (-0.227, -1.267, 1.605)  -1.16
C (2.781, 2.776, -1.075)  0.14
H (1.134, -2.596, 2.783)  0.47
H (-4.060, -1.398, -2.612)  0.53
O (-2.387, 3.361, 0.746)  -0.64


# 4
ORCA calculation (the ωB97M-V functional and the def2-TZVPD basis) on C16H24N3O5PdS2 as an isolated structure.

<S²> ... 0.759
Relative energy (zero: lowest compared OMol25 entry of this formula, charge and spin) ... 0.0 kcal per mole
E_tot ... -56839.501 eV
Spin multiplicity ... 2
Frontier orbital gap (spin up / spin down) ... 7.683 / 7.996 eV

Last column: Mulliken charge in e.
CARTESIAN COORDINATES (ANGSTROEM)
H (-0.319, 3.921, -5.510)  0.43
C (-1.241, -2.284, -2.333)  -0.07
C (-4.807, -1.810, -2.101)  0.47
N (0.382, 1.348, -1.951)  -0.16
H (3.175, 1.736, 3.130)  0.41
O (-5.524, -0.971, -1.404)  -0.57
Pd (0.366, -0.183, -0.281)  0.81
N (-2.525, -2.557, -2.647)  0.02
H (2.544, 3.215, 5.034)  0.37
H (1.399, 1.881, 4.928)  0.31
H (-2.888, -3.224, -3.311)  0.23
C (-2.815, 0.069, -0.107)  0.58
C (-2.493, -0.983, -1.133)  0.19
C (0.000, 2.842, 1.611)  0.13
H (1.147, 4.689, 1.426)  0.36
H (-1.685, 4.893, -3.600)  0.43
H (-0.424, 3.164, 2.563)  0.47
O (-4.032, 0.272, 0.108)  -0.84
C (-0.093, 3.462, -3.426)  2.14
H (-0.111, -4.039, -2.781)  0.34
H (-0.011, -2.774, -4.009)  0.32
C (0.182, 2.268, -2.607)  -0.56
C (0.750, -1.666, 0.900)  -0.10
O (1.934, 1.230, 0.745)  -0.66
C (-0.067, -2.962, -2.937)  -1.30
H (1.295, 3.577, 0.056)  0.32
H (-4.908, -0.333, -0.870)  0.45
C (2.334, 2.425, 3.050)  -0.51
S (0.441, -2.569, 2.096)  -0.13
H (-1.500, 4.249, -1.963)  0.24
H (0.920, 4.882, -2.127)  0.29
O (-5.247, -2.647, -2.865)  -0.66
H (-0.830, 2.280, -5.097)  0.39
N (-1.196, -1.335, -1.420)  0.28
C (0.996, 4.501, -3.145)  -1.54
H (0.892, 2.671, -5.199)  0.38
H (1.991, 4.081, -3.284)  0.37
S (1.161, 1.531, 2.017)  0.50
O (-1.837, 0.591, 0.468)  -0.51
C (1.767, 2.768, 4.415)  -1.08
H (2.677, 3.301, 2.499)  0.29
H (-0.183, 4.518, 0.292)  0.38
C (-1.472, 3.994, -3.021)  -1.49
H (-0.800, 2.321, 1.076)  -0.06
H (0.873, 5.335, -3.836)  0.44
H (-2.253, 3.262, -3.217)  0.40
H (0.950, 3.483, 4.350)  0.29
H (0.839, -2.576, -2.467)  0.25
C (-0.085, 3.049, -4.901)  -1.76
C (0.610, 3.974, 0.806)  -1.34
C (-3.335, -1.733, -1.902)  0.05


Question: What is the formula in the third record?
Answer: C16H24N2O8OsP


Question: Which value of relative energy (zero: lowest compared OMol25 entry of this formula, charge and spin) does entry 3 give?
Answer: 24.9 kcal per mole


Question: Look up the relative energy (zero: lowest compared OMol25 entry of this formula, charge and spin) of the third one.
Answer: 24.9 kcal per mole


Question: Number 3 is which compound?
Answer: C16H24N2O8OsP